(i)
The following is a quantum chemistry calculation of an isolated molecule of C4H6O2, from the Open Molecules 2025 dataset.

Output
Highest occupied orbital energy (eV): -10.3368
Orbital gap (eV): 11.12

Bonds (Å) are listed after each position.
Element x y z (Å)
1 C 1.16466 0.59359 -0.59039  O7 1.195, O11 1.395, C12 1.501
2 H -1.53299 1.32764 -0.27662  C4 1.090
3 H 1.27259 -1.65774 -0.53676  C12 1.092
4 C -0.88564 0.77859 0.40787  H2 1.090, H6 1.095, C10 1.551, O11 1.440
5 H 1.12478 -0.53893 0.93312  C12 1.104
6 H -1.25962 0.89943 1.42949  C4 1.095
7 O 1.95242 1.02519 -1.37822  C1 1.195
8 H -1.24354 -0.92925 -0.92697  C10 1.095
9 H -1.08363 -1.40975 0.76583  C10 1.094
10 C -0.71714 -0.71102 0.00859  C4 1.551, H8 1.095, H9 1.094, C12 1.525
11 O 0.40539 1.39833 0.25977  C1 1.395, C4 1.440
12 C 0.80273 -0.77607 -0.09573  C1 1.501, H3 1.092, H5 1.104, C10 1.525

(ii)
The following is a quantum chemistry calculation of an isolated molecule of C4H6O2, from the Open Molecules 2025 dataset.

Output
Highest occupied orbital energy (eV): -8.9633
Orbital gap (eV): 8.75

Bonds (Å) are listed after each position.
Element x y z (Å)
1 H -1.40978 -1.39064 0.82101  C9 1.112
2 H 2.26747 1.09484 -0.63107  O7 0.971
3 C -0.84001 0.44215 -0.18854  H6 1.095, C9 1.525, H11 1.095, C12 1.512
4 H -0.15858 -0.47856 1.67013  C9 1.100
5 H 0.84757 -2.36456 0.70866  C8 1.111
6 H -1.47684 1.16262 0.33591  C3 1.095
7 O 1.53744 0.58797 -0.23918  H2 0.971, C12 1.353
8 C 0.31065 -1.77297 -0.06402  H5 1.111, C9 1.478
9 C -0.49716 -0.77397 0.66619  H1 1.112, C3 1.525, H4 1.100, C8 1.478
10 O 0.39669 2.18024 -1.32946  C12 1.206
11 H -1.37194 0.13253 -1.09386  C3 1.095
12 C 0.39450 1.18035 -0.65577  C3 1.512, O7 1.353, O10 1.206

Short version: (i) is the most stable of them.